C39H54BF4N8S3Sn | the ωB97M-V functional and the def2-TZVPD basis

The LUMO energy comes out at -2.75 eV. For the largest force on an atom, the calculation gives 0.583 eV/A.

```
! RIJCOSX wB97M-V def2-TZVPD def2/J DEFGRID3
* xyz 1 1
Sn -1.682 -0.092 -1.585
C 2.915 -0.127 -4.317
C 2.656 0.267 -2.900
C 3.506 1.062 -2.193
C 3.207 1.425 -0.857
N 2.123 0.994 -0.280
N 1.285 0.212 -0.968
B 0.025 -0.194 -0.172
N 0.201 -1.647 0.315
N 1.456 -1.835 0.756
C 1.829 -3.014 1.156
C 0.915 -4.095 1.152
C -0.352 -3.925 0.689
C -1.331 -5.051 0.624
C -0.720 -2.623 0.224
S -2.284 -2.392 -0.455
C 3.289 -3.124 1.582
C 3.646 -4.545 2.014
C 4.169 -2.716 0.392
C 3.527 -2.157 2.746
N -0.224 0.832 0.937
N -0.106 0.363 2.189
C -0.353 1.167 3.186
C -0.723 2.515 2.955
C -0.836 2.997 1.688
C -1.237 4.407 1.402
C -0.571 2.097 0.608
S -0.758 2.568 -1.028
C -0.165 0.592 4.584
C 1.308 0.804 4.965
C -1.060 1.302 5.602
C -0.488 -0.904 4.590
C 1.468 -0.172 -2.240
S 0.307 -1.151 -3.046
C 4.089 2.316 0.010
C 4.559 1.498 1.219
C 3.251 3.507 0.493
C 5.303 2.832 -0.762
H 3.854 0.296 -4.667
H 2.102 0.222 -4.957
H 2.949 -1.212 -4.421
H 4.409 1.427 -2.661
H 1.231 -5.070 1.493
H -0.900 -5.955 1.047
H -1.622 -5.242 -0.411
H -2.245 -4.803 1.165
H 3.516 -5.264 1.203
H 3.054 -4.872 2.871
H 4.694 -4.576 2.313
H 4.045 -3.406 -0.444
H 5.218 -2.728 0.690
H 3.916 -1.711 0.052
H 2.943 -2.441 3.624
H 3.249 -1.143 2.459
H 4.583 -2.164 3.022
H -0.929 3.166 3.792
H -1.511 4.920 2.321
H -2.075 4.430 0.705
H -0.422 4.949 0.919
H 1.566 1.865 4.969
H 1.965 0.294 4.261
H 1.494 0.408 5.964
H -0.762 2.339 5.765
H -0.982 0.794 6.563
H -2.109 1.283 5.301
H 0.088 -1.439 3.837
H -1.549 -1.078 4.398
H -0.249 -1.320 5.570
H 3.704 1.095 1.764
H 5.134 2.133 1.895
H 5.196 0.666 0.912
H 2.380 3.165 1.053
H 2.902 4.111 -0.346
H 3.856 4.141 1.143
H 5.952 2.020 -1.096
H 5.896 3.474 -0.109
H 5.012 3.428 -1.629
C -6.310 -0.271 -1.192
C -4.848 -0.644 -0.967
N -3.885 0.484 -0.815
C -3.761 0.962 0.581
C -5.008 1.533 1.238
C -4.145 1.570 -1.778
C -3.928 1.066 -3.203
N -2.799 0.132 -3.252
C -2.296 -0.141 -4.533
C -2.328 -1.440 -5.030
F -2.852 -2.418 -4.281
C -1.787 -1.753 -6.264
F -1.829 -3.021 -6.682
C -1.211 -0.781 -7.056
C -1.177 0.513 -6.574
F -0.609 1.485 -7.297
C -1.699 0.827 -5.334
F -1.587 2.082 -4.874
H -6.895 -1.191 -1.206
H -6.473 0.223 -2.148
H -6.716 0.364 -0.408
H -4.506 -1.252 -1.808
H -4.757 -1.252 -0.068
H -2.988 1.728 0.568
H -3.381 0.119 1.166
H -5.459 2.330 0.647
H -4.727 1.960 2.202
H -5.762 0.772 1.430
H -3.441 2.372 -1.555
H -5.153 1.974 -1.675
H -3.761 1.938 -3.840
H -4.824 0.560 -3.575
H -0.798 -1.024 -8.025
*
```